Here is a structure of composition C5H7F3 in a non-equilibrium geometry from OMol25. Energies are from the ωB97M-V functional and the def2-TZVPD basis.

Properties
- Energy relative to the best compared isomer or geometry (same formula, charge and spin): 267.36 kJ/mol
- Orbital gap: 9.223 eV
- E: -494.18518 a.u.

Each line ends with the Mulliken charge.
Element x y z (Å)
C (-1.342379, -0.687210, 0.167086)  -0.59
C (0.032154, 0.000836, -0.021188)  1.63
C (-0.818124, 1.110274, 0.540644)  0.37
C (1.179670, -0.481310, 0.822946)  -2.11
C (0.499670, 0.109966, -1.490755)  -1.30
F (-1.570871, -1.486091, 1.252755)  -0.27
F (-1.373859, 2.120035, -0.106536)  -0.28
F (-0.801139, 1.459731, 1.851523)  -0.27
H (-2.041642, -0.561099, -0.713748)  0.39
H (1.351035, -1.514046, 0.680816)  0.46
H (0.970744, -0.431543, 1.886357)  0.39
H (2.099508, -0.075180, 0.709639)  0.60
H (0.625421, 1.240813, -1.908779)  0.25
H (-0.200312, -0.347692, -2.300937)  0.29
H (1.390123, -0.457483, -1.369822)  0.44

Cartesian forces (eV/Å) of the 6 atoms listed first:
0.7 4.3 0.1
-0.6 0.9 -0.5
-1.3 -3.5 0.8
-2.7 -1.1 1.9
-1.9 2.1 -1.8
0.0 0.5 -1.1



Here is an isolated molecule of C5H7F3N2O2P2S in a non-equilibrium geometry from OMol25. Energies are from the ωB97M-V functional and the def2-TZVPD basis.

Properties
- Orbital gap: 9.360 eV
- Structure (SMILES): O=S(=O)(F)n1c(F)c(F)c(CNP)c1P
- E: -1835.03941 a.u.

Each line ends with the Mulliken charge.
Element x y z (Å)
O (-3.183157, 1.226690, 0.010088)  -0.60
S (-2.849164, -0.143845, 0.259811)  1.25
O (-3.730239, -1.058707, 0.803010)  -0.53
F (-2.267857, -0.731610, -1.195211)  -0.27
N (-1.481940, -0.149863, 1.097793)  -0.14
C (-0.754106, -1.728000, 1.167503)  0.32
F (-1.522972, -2.659943, 1.531961)  -0.22
C (0.495330, -1.467501, 0.862738)  0.52
F (1.532259, -2.271380, 0.683814)  -0.29
C (0.760980, -0.024385, 0.532319)  0.73
C (2.005249, 0.475499, -0.012645)  -1.15
N (1.980472, 0.583550, -1.461858)  -0.18
P (1.170125, -0.522745, -2.448296)  -0.09
C (-0.377635, 0.688149, 0.705163)  -0.42
P (-0.751749, 2.475352, 0.380184)  -0.03
H (2.384990, 1.498270, 0.364600)  0.45
H (2.954210, -0.280286, 0.296223)  0.16
H (2.039431, 1.536861, -1.915865)  0.33
H (2.169251, -1.600991, -2.233811)  0.02
H (0.279701, -1.052019, -1.611927)  0.03
H (0.672346, 2.666832, 0.657712)  0.04
H (-1.525523, 2.540073, 1.526693)  0.06

Cartesian forces (eV/Å) of the 6 atoms listed first:
-0.1 -1.1 -0.1
2.0 2.4 -2.5
-1.5 -1.8 0.4
-1.2 0.6 1.8
3.1 -3.7 0.7
-1.5 5.0 -0.3



Here is a cluster of 3 separate species, C5H7F5O4 in total in a non-equilibrium geometry from OMol25. Energies are from the ωB97M-V functional and the def2-TZVPD basis.

Properties
- Energy relative to the best compared isomer or geometry (same formula, charge and spin): 0.00 kJ/mol
- Orbital gap: 10.122 eV
- Structure (SMILES): O=C(F)C(F)(F)F.O=C(CO)CO.F
- E: -994.96803 a.u.

Each line ends with the Mulliken charge.
Element x y z (Å)
O (-1.026511, 2.092268, 0.739645)  -0.49
C (-1.684845, 1.526545, -0.040899)  0.57
F (-1.817240, 1.830829, -1.316105)  -0.25
C (-2.723474, 0.438221, 0.255460)  0.87
F (-3.894795, 1.024875, 0.566771)  -0.25
F (-2.207971, -0.283119, 1.214065)  -0.21
F (-2.852492, -0.314480, -0.848659)  -0.25
O (-0.289767, -0.117298, -0.438528)  -0.55
C (0.842704, -0.042596, -0.013530)  0.96
C (1.773163, 1.150505, -0.290504)  -0.60
O (2.396103, 1.506077, 0.875598)  -0.49
C (1.582469, -1.286832, 0.495337)  -0.93
O (0.730653, -2.248188, 0.986891)  -0.54
H (2.604016, 0.749058, -1.056041)  0.24
H (1.137509, 1.862281, -0.762098)  0.41
H (2.358826, 2.428215, 0.951310)  0.31
H (2.255413, -1.150909, 1.221274)  0.56
H (2.248652, -1.548149, -0.343038)  0.31
H (0.437204, -2.729965, 0.156752)  0.37
F (-0.619469, -2.636754, -1.442397)  -0.43
H (-1.250139, -2.250590, -0.911296)  0.39

Cartesian forces (eV/Å) of the 6 atoms listed first:
0.4 1.0 0.6
-1.3 -0.1 -0.2
0.4 0.9 -0.8
1.1 0.9 -1.0
0.4 -0.8 0.1
-1.0 -0.8 1.2



Here is an isolated molecule of C5H7FINO in a non-equilibrium geometry from OMol25. Energies are from the ωB97M-V functional and the def2-TZVPD basis.

Properties
- Energy relative to the best compared isomer or geometry (same formula, charge and spin): 203.74 kJ/mol
- Orbital gap (alpha / beta): 8.854 / 7.121 eV
- E: -722.09365 a.u.

Each line ends with the Mulliken charge.
Element x y z (Å)
C (2.215034, 0.037520, 0.593874)  0.05
C (0.255207, -0.402506, -0.931509)  -0.99
C (1.684466, 0.046669, -0.835677)  0.23
C (-0.545840, 0.134776, 0.358427)  0.31
C (-2.048264, -0.063971, 0.024984)  -1.34
N (-0.462509, -0.765003, 1.504832)  -0.59
O (3.078470, 0.551119, 1.174100)  -0.32
F (1.705618, 1.350534, -1.251719)  -0.28
I (-0.645754, 0.083889, 3.284601)  0.16
H (-0.031927, 0.078402, -1.902209)  0.31
H (-0.040809, -1.382789, -0.967822)  0.57
H (2.314620, -0.684132, -1.320406)  0.36
H (-0.164255, 1.208949, 0.300485)  0.43
H (-2.291554, -1.045701, -0.242900)  0.38
H (-2.288751, 0.717855, -0.647626)  0.41
H (-2.733750, 0.134390, 0.858565)  0.33

Cartesian forces (eV/Å) of the 6 atoms listed first:
-0.9 -1.5 0.4
-0.8 2.8 1.0
-0.3 -0.8 1.7
-0.5 0.0 -1.9
0.2 2.3 1.5
1.6 0.3 -1.1



Here is an isolated molecule of C5H7FN2 in a non-equilibrium geometry from OMol25. Energies are from the ωB97M-V functional and the def2-TZVPD basis.

Properties
- Energy relative to the best compared isomer or geometry (same formula, charge and spin): 359.98 kJ/mol
- Orbital gap (alpha / beta): 8.747 / 8.746 eV
- E: -403.96975 a.u.

Each line ends with the Mulliken charge.
Element x y z (Å)
C (-2.142534, -0.571795, 0.250118)  0.14
C (1.103413, -0.450130, 0.523592)  -0.63
C (-0.109535, 0.446647, 1.104294)  -0.79
C (1.189676, -0.081661, -0.972308)  -0.49
C (-1.227620, 0.468831, 0.151741)  0.81
N (-3.008958, -1.307347, 0.475421)  -0.42
N (-0.095538, -0.206669, -1.509050)  -0.58
F (-1.713480, 1.664534, -0.178770)  -0.27
H (1.984585, -0.196855, 1.052679)  0.39
H (0.975746, -1.505217, 0.700684)  0.30
H (-0.657037, -0.034819, 2.063423)  0.36
H (0.254778, 1.493442, 1.364081)  0.30
H (1.809261, 0.762553, -1.173364)  0.36
H (1.832217, -0.809145, -1.543290)  0.32
H (-0.194974, 0.327638, -2.309256)  0.19

Cartesian forces (eV/Å) of the 6 atoms listed first:
-2.9 -1.6 0.4
-1.2 1.3 -0.2
0.2 -0.9 2.3
1.5 -2.2 0.4
3.9 0.5 -3.8
1.1 0.5 -0.4



Here is an isolated molecule of C5H7FN2 in a non-equilibrium geometry from OMol25. Energies are from the ωB97M-V functional and the def2-TZVPD basis.

Properties
- Energy relative to the best compared isomer or geometry (same formula, charge and spin): 450.64 kJ/mol
- Orbital gap: 8.710 eV
- E: -403.93522 a.u.

Each line ends with the Mulliken charge.
Element x y z (Å)
C (1.565698, -0.523381, -0.934770)  -0.24
C (1.473848, 0.684260, -0.394935)  -0.53
C (0.484298, -1.497187, -0.798640)  0.10
C (-1.474729, -0.197258, -0.292115)  -0.58
C (-0.750749, 0.932552, 0.433084)  0.49
N (-0.687496, -1.368281, -0.453457)  -0.51
N (-0.544650, 0.884293, 1.798234)  -0.51
F (-1.098339, 2.164699, 0.074493)  -0.29
H (2.485594, -0.773014, -1.542655)  0.25
H (2.272318, 1.446393, -0.273668)  0.32
H (0.629863, -2.567997, -1.053209)  0.37
H (-2.309020, -0.650731, 0.345805)  0.29
H (-1.694288, 0.102202, -1.314675)  0.35
H (0.149310, 1.437438, 2.186943)  0.25
H (-0.501659, -0.073986, 2.219564)  0.25

Cartesian forces (eV/Å) of the 6 atoms listed first:
1.6 0.8 -0.9
-2.7 0.4 1.0
1.9 -1.5 -1.2
0.6 -0.2 1.8
3.0 -0.3 0.0
-2.4 -0.9 0.3